1.
C41H57N4O8P2SeW as an isolated structure in a non-equilibrium geometry, computed with wB97M-V/def2-TZVPD.

Structure (XYZ):
```
114
Properties=species:S:1:pos:R:3
W 0.09479 0.57631 -1.34755
C -0.96123 -5.76642 2.12064
C -1.01782 -6.05708 0.61125
C -2.44889 -6.43086 0.20294
C -0.10582 -7.25045 0.31505
C -0.57370 -4.78778 -0.10609
C -1.32485 -3.62218 0.06478
C -0.86035 -2.44711 -0.45999
Se -1.73168 -0.28765 0.05091
C -1.76088 1.41024 1.17451
C -2.59559 1.60713 2.25602
C -2.56487 2.82315 2.92529
C -1.71315 3.81841 2.44030
C -0.85099 3.64548 1.36557
C -0.84692 2.37595 0.76691
O 0.00649 2.00253 -0.22414
C 0.02938 4.77482 0.82223
C -0.14215 6.07052 1.61671
C -0.38177 5.03687 -0.63839
C 1.51053 4.36438 0.87331
C -3.41346 3.09756 4.16263
C -4.30041 1.90768 4.53575
C -4.32048 4.31273 3.91677
C -2.47661 3.39506 5.34482
C 0.35686 -2.35533 -1.11539
O 0.76463 -1.08576 -1.45308
C 1.09310 -3.51347 -1.38538
C 0.59657 -4.70425 -0.85465
C 2.39854 -3.43380 -2.18231
C 3.39299 -2.54916 -1.40944
C 3.02128 -4.81428 -2.39563
C 2.10864 -2.81243 -3.55850
H -1.18501 -6.67185 2.68587
H -1.67686 -4.99579 2.40410
H 0.03399 -5.41791 2.39872
H -2.75822 -7.32994 0.73646
H -2.49729 -6.63560 -0.86734
H -3.15703 -5.63779 0.43879
H -0.49415 -8.12792 0.83160
H 0.90663 -7.06867 0.67707
H -0.07558 -7.47740 -0.75147
H -2.25139 -3.61437 0.62414
H -3.24866 0.79770 2.54892
H -1.71709 4.77824 2.93505
H -1.17355 6.42232 1.58610
H 0.48812 6.84698 1.18354
H 0.16170 5.93487 2.65546
H -1.41192 5.39355 -0.67938
H -0.30798 4.13019 -1.23912
H 0.26561 5.79555 -1.08166
H 1.74558 3.87512 1.82042
H 2.15635 5.23758 0.77094
H 1.74544 3.68285 0.06133
H -4.98604 1.65581 3.72593
H -4.89583 2.16474 5.41159
H -3.70073 1.03032 4.78045
H -5.00908 4.11485 3.09446
H -3.74212 5.20407 3.67601
H -4.90629 4.52284 4.81246
H -1.78322 2.56773 5.50123
H -3.06061 3.53268 6.25578
H -1.89600 4.30136 5.17334
H 1.16306 -5.60862 -1.00846
H 3.58344 -2.96994 -0.42070
H 3.00129 -1.54112 -1.27881
H 4.33957 -2.47977 -1.94809
H 3.31259 -5.26548 -1.44660
H 3.91721 -4.72041 -3.00899
H 2.32934 -5.48100 -2.91089
H 1.74138 -1.79075 -3.46814
H 1.36364 -3.39816 -4.09858
H 3.01973 -2.78656 -4.15812
N -3.26188 -0.03692 -5.11757
C -2.16893 0.88464 -4.65826
C -1.77590 1.91481 -5.69577
P -2.74488 1.51906 -3.01195
O -3.29627 2.97542 -3.34025
O -3.81515 0.57749 -2.60966
O -1.48448 1.66989 -2.16386
P -0.76521 -0.25660 -4.22601
O -1.48486 -1.02769 -2.96042
O -0.56070 -1.19337 -5.33677
O 0.32120 0.55906 -3.53921
H -3.91245 0.40373 -5.76795
H -3.77151 -0.24346 -4.21311
H -2.85112 -0.87346 -5.55017
H -2.63304 2.51717 -6.00065
H -1.32699 1.43560 -6.56732
H -1.04262 2.59116 -5.25700
H -4.01273 3.25216 -2.75244
H -1.50874 -1.99152 -3.02943
C 4.23076 1.66326 -2.58806
C 2.89247 1.37489 -2.70050
N 2.08555 1.27968 -1.61748
C 2.68632 1.39278 -0.40322
C 4.05177 1.59339 -0.19718
C 4.83178 1.78279 -1.35648
C 4.65914 1.67761 1.12447
C 4.35755 1.15637 2.34491
C 3.47302 0.14514 2.90765
C 3.92353 -0.38804 4.13196
C 3.24707 -1.43825 4.70077
N 2.15481 -1.94697 4.13401
C 1.76558 -1.35402 3.02264
N 2.33713 -0.34306 2.37062
H 4.80552 1.80586 -3.49206
H 2.41395 1.24411 -3.65882
H 2.04558 1.37616 0.45746
H 5.88377 2.01430 -1.26370
H 5.59993 2.21720 1.11841
H 5.08298 1.45394 3.09377
H 4.81892 0.00116 4.59585
H 3.56624 -1.90653 5.62363
H 0.86068 -1.75005 2.58985
```

Output
electronic energy	-5568.71091	Ha
frontier orbital gap (alpha / beta)	5.9 / 7.0	eV
LUMO energy (alpha / beta)	-3.64 / -3.40	eV
total charge	+1
relative energy (zero: lowest compared OMol25 entry of this formula, charge and spin)	62.5	kcal per mole
multiplicity	3
HOMO energy (alpha / beta)	-0.3521 / -0.3838	hartree
⟨S²⟩	2.04

---

2.
A 9-piece molecular cluster, C41H57N5O4 overall in a non-equilibrium geometry, computed with wB97M-V/def2-TZVPD.

Structure (XYZ):
```
107
Properties=species:S:1:pos:R:3
C 1.30958 -3.89680 5.35523
C 1.15975 -5.29751 6.01373
C 1.11433 -5.06751 7.49353
O 1.29171 -3.60545 7.68472
C 1.86221 -3.08146 6.51446
H 0.33532 -3.52283 5.04048
H 1.95934 -3.89907 4.48007
H 2.10962 -5.77592 5.77503
H 0.36051 -5.90732 5.59247
H 1.92371 -5.62018 7.97056
H 0.20651 -5.34810 8.02760
H 2.95112 -3.06817 6.56149
H 1.62470 -2.01974 6.44779
C 8.06807 -5.53734 1.63326
C 7.19331 -5.09884 2.78160
C 7.64282 -3.67029 2.92908
O 8.23476 -3.28012 1.65013
C 7.99283 -4.35868 0.68857
H 7.60817 -6.42085 1.19055
H 9.06507 -5.71384 2.03692
H 7.44378 -5.60843 3.71203
H 6.13015 -5.17795 2.55465
H 8.40406 -3.53454 3.69731
H 6.76008 -3.04606 3.06773
H 8.78702 -4.18617 -0.03778
H 7.00933 -4.15732 0.26395
C -5.78328 -4.13819 0.82456
C -6.17932 -2.66666 0.72324
C -6.79704 -2.65558 -0.65283
O -7.60919 -3.87811 -0.73641
C -6.93839 -4.85705 0.07037
H -5.79818 -4.66599 1.77813
H -4.79888 -4.29344 0.38302
H -5.45197 -1.87447 0.90075
H -7.00878 -2.64350 1.43005
H -6.07890 -2.78792 -1.46207
H -7.38002 -1.75330 -0.83755
H -6.48858 -5.60240 -0.58553
H -7.62130 -5.27233 0.81150
C 1.18799 0.23004 -0.20789
C -0.14218 0.03754 0.48028
C 0.14028 0.65437 1.84270
O 1.54096 0.45452 2.04358
C 2.16702 0.10685 0.83213
H 1.31429 1.23136 -0.61961
H 1.38349 -0.47651 -1.01452
H -0.39078 -1.01469 0.61858
H -0.88262 0.70415 0.03815
H -0.38637 0.12368 2.63587
H -0.22257 1.67645 1.95128
H 2.50900 -0.92436 0.92013
H 2.93196 0.86594 0.66859
N 1.64555 -2.14809 -7.05596
C 0.96401 -2.18071 -8.17449
C -0.07493 -3.02061 -8.42861
C -0.33313 -3.99442 -7.45489
C 0.33621 -3.99908 -6.21263
C 1.42153 -3.07227 -6.09048
H 1.03723 -1.39155 -8.90816
H -0.57264 -3.06293 -9.38615
H -1.12005 -4.70549 -7.65867
H 0.07544 -4.67219 -5.40932
H 1.91968 -3.10921 -5.13293
N -5.61663 4.55661 6.42987
C -5.01880 4.50842 5.18388
C -4.16289 5.51925 4.75115
C -3.91514 6.64244 5.53593
C -4.50373 6.62986 6.75730
C -5.46735 5.64261 7.16316
H -5.12544 3.59906 4.61109
H -3.63458 5.30097 3.83483
H -3.18794 7.34307 5.15293
H -4.22787 7.52674 7.29201
H -5.97029 5.63269 8.11885
N -7.71439 3.07631 -3.39547
C -7.98619 2.57351 -4.60876
C -7.17210 1.76494 -5.37898
C -5.88843 1.49145 -4.86630
C -5.49449 2.08303 -3.63753
C -6.45845 2.75714 -2.88914
H -9.01909 2.62458 -4.92007
H -7.43388 1.36789 -6.34864
H -5.18487 0.88823 -5.42084
H -4.44783 1.94905 -3.40739
H -6.13362 3.25470 -1.98729
N -0.23415 6.18043 -2.39890
C -0.89142 7.29357 -1.97758
C -0.48868 8.54726 -2.55716
C 0.71800 8.60471 -3.30041
C 1.39488 7.45993 -3.59212
C 0.96374 6.23382 -3.09559
H -1.69535 7.27820 -1.25657
H -1.00596 9.47661 -2.36973
H 0.97738 9.59802 -3.63575
H 2.29130 7.41692 -4.19293
H 1.61069 5.36913 -3.08248
N 5.69990 3.28126 -3.68443
C 6.33493 3.69540 -2.54240
C 6.78289 2.83596 -1.53978
C 6.66754 1.45631 -1.79794
C 5.96402 1.02305 -2.91055
C 5.58343 1.91501 -3.89063
H 6.47153 4.76658 -2.52471
H 7.28163 3.14487 -0.63301
H 7.09989 0.80596 -1.05194
H 5.86155 -0.03551 -3.09860
H 5.31262 1.59639 -4.88639
```

Output
electronic energy	-2170.96574	Ha
frontier orbital gap	9.6	eV
LUMO energy	0.21	eV
structure (SMILES)	c1ccncc1.c1ccncc1.c1ccncc1.c1ccncc1.c1ccncc1.C1CCOC1.C1CCOC1.C1CCOC1.C1CCOC1
relative energy (zero: lowest compared OMol25 entry of this formula, charge and spin)	153.1	kcal per mole
HOMO energy	-0.3433	hartree

---

3.
C41H58AlFN9O as an isolated structure, computed with wB97M-V/def2-TZVPD.

Structure (XYZ):
```
111
Properties=species:S:1:pos:R:3
C 3.16316 3.08862 -0.60503
C 3.39109 3.50096 -2.04921
O 3.46366 2.32121 -2.86564
C 2.38351 4.52574 -2.61653
Al 0.71186 4.93676 -1.53962
C -0.28209 3.30252 -0.83473
C -0.84463 2.50866 -1.97017
F 0.20740 1.86187 -2.67300
H 4.09883 2.72146 -0.19154
H 2.83250 3.90891 0.01728
H 2.46868 2.25903 -0.56188
H 4.38640 3.92768 -2.09666
H 2.75054 1.73432 -2.56341
H 2.93687 5.43785 -2.82099
H 2.09468 4.15194 -3.59176
H 1.11556 5.93850 -0.31245
H -0.31447 5.77284 -2.48893
H 0.28283 2.66825 -0.15672
H -1.14156 3.65767 -0.26452
H -1.56416 1.75478 -1.66232
H -1.30562 3.18567 -2.67857
N 0.35237 8.54564 1.19418
C 0.78732 9.20572 2.30988
C 0.04488 8.76615 3.37535
C -0.87239 7.80298 2.87292
C -0.65578 7.69616 1.52350
H 0.72440 8.65296 0.26721
H 1.58998 9.92067 2.25339
H 0.15232 9.09139 4.39680
H -1.60475 7.25014 3.43981
H -1.12446 7.08347 0.77239
N 0.15012 -0.21607 -4.68014
C 1.32208 -0.76078 -5.11403
C 1.03631 -1.61614 -6.14866
C -0.36815 -1.57712 -6.35063
C -0.88236 -0.70225 -5.42635
H 0.05901 0.44655 -3.92328
H 2.25834 -0.49405 -4.65351
H 1.75454 -2.20153 -6.69792
H -0.93454 -2.12506 -7.08543
H -1.89339 -0.38590 -5.23690
N -2.53219 4.16147 2.46895
C -2.66583 2.80286 2.49028
C -3.99537 2.51256 2.65705
C -4.69037 3.74872 2.73231
C -3.75807 4.74587 2.61144
H -1.66226 4.65698 2.36070
H -1.80644 2.16242 2.38170
H -4.42325 1.52445 2.71171
H -5.75083 3.89059 2.85554
H -3.86304 5.81751 2.61330
N -4.69684 0.60660 -4.47510
C -4.81246 -0.75469 -4.40784
C -6.10959 -1.04847 -4.08185
C -6.80198 0.18545 -3.94659
C -5.90187 1.18740 -4.19372
H -3.85308 1.10636 -4.69136
H -3.96624 -1.39348 -4.59494
H -6.51632 -2.03729 -3.95232
H -7.83997 0.32151 -3.69335
H -6.01450 2.25765 -4.19269
N -6.52989 4.72341 5.60734
C -7.70300 4.55539 4.92723
C -8.63790 5.38518 5.48797
C -8.00074 6.08187 6.54921
C -6.70154 5.64966 6.59671
H -5.67171 4.23896 5.40621
H -7.77351 3.86426 4.10527
H -9.66279 5.48285 5.17150
H -8.44416 6.81548 7.20140
H -5.88796 5.92280 7.24620
N 3.76309 -5.57461 -3.66927
C 2.68962 -6.41552 -3.78708
C 1.56704 -5.64180 -3.92587
C 1.97903 -4.28181 -3.89181
C 3.33864 -4.27376 -3.73466
H 4.71611 -5.86552 -3.54765
H 2.81608 -7.48454 -3.75970
H 0.56083 -6.00893 -4.03938
H 1.35208 -3.41101 -3.97685
H 4.03748 -3.45800 -3.66205
N 5.03119 -5.97653 0.67736
C 4.82824 -6.50290 -0.56665
C 5.79392 -7.45064 -0.78185
C 6.61189 -7.49254 0.38040
C 6.11428 -6.57140 1.26259
H 4.46990 -5.25716 1.09563
H 4.01531 -6.16348 -1.18470
H 5.90094 -8.05015 -1.67120
H 7.46254 -8.12793 0.54868
H 6.43557 -6.29120 2.25080
N -3.16940 0.34244 5.31295
C -2.49508 0.20196 6.49283
C -3.30491 -0.48063 7.36203
C -4.51694 -0.76177 6.67641
C -4.40109 -0.23979 5.41495
H -2.82113 0.81527 4.49677
H -1.50149 0.59796 6.61316
H -3.05704 -0.74677 8.37587
H -5.37506 -1.28428 7.06459
H -5.08773 -0.23298 4.58608
N 8.96420 -10.40326 0.09473
C 8.25992 -10.80920 -1.00598
C 8.04401 -12.15588 -0.89023
C 8.63671 -12.57756 0.33049
C 9.19609 -11.47352 0.91462
H 9.26652 -9.46356 0.27318
H 7.97528 -10.10868 -1.77194
H 7.51771 -12.77081 -1.60057
H 8.64987 -13.57641 0.73288
H 9.73506 -11.35764 1.83898
```

Output
electronic energy	-2507.39342	Ha
frontier orbital gap	7.3	eV
LUMO energy	1.87	eV
total charge	-1
HOMO energy	-0.1987	hartree

---

4.
A 2-piece molecular cluster, C41H58N2P overall in a non-equilibrium geometry, computed with wB97M-V/def2-TZVPD.

Structure (XYZ):
```
102
Properties=species:S:1:pos:R:3
C 5.86705 -0.23768 -0.33518
C 4.66050 0.65130 -0.64411
C 3.56519 0.59120 0.42591
C 4.13045 0.79189 1.83093
P 2.75026 0.64971 3.07139
C 1.63979 2.12346 2.78989
C 0.72598 2.33577 4.01220
C -0.20479 3.54383 3.85055
C 0.53093 4.83222 3.46924
C 1.55255 4.64756 2.34115
C 2.44223 3.40778 2.50253
C 1.78772 -0.90894 2.75000
C 2.70212 -2.09709 2.40722
C 1.90682 -3.38106 2.15526
C 0.90205 -3.71651 3.26362
C 0.08265 -2.51510 3.74890
C 0.92811 -1.26007 3.98182
C 5.36664 -0.07443 2.17091
C 6.43280 -0.01841 1.06937
H 5.58981 -1.29351 -0.45180
H 6.64938 -0.03953 -1.07533
H 4.99283 1.69330 -0.74525
H 4.21825 0.36423 -1.60343
H 2.81429 1.36942 0.21443
H 3.04124 -0.37425 0.36879
H 4.47049 1.84033 1.92297
H 1.04078 1.83591 1.90535
H 0.11284 1.44675 4.20262
H 1.35754 2.48567 4.90176
H -0.96617 3.31156 3.09134
H -0.74106 3.69779 4.79407
H -0.20039 5.59584 3.17705
H 1.04904 5.22066 4.35724
H 1.03119 4.59300 1.37415
H 2.19967 5.53149 2.29353
H 3.14405 3.57698 3.33518
H 3.04888 3.29820 1.59352
H 1.14025 -0.66277 1.88875
H 3.31866 -1.89081 1.52220
H 3.39583 -2.25773 3.24872
H 1.38512 -3.29324 1.19157
H 2.61827 -4.20777 2.04698
H 0.22133 -4.50100 2.91059
H 1.44803 -4.13858 4.11873
H -0.70580 -2.28560 3.01826
H -0.42324 -2.77402 4.68521
H 1.59615 -1.42539 4.84072
H 0.26306 -0.43103 4.24916
H 5.80147 0.29415 3.11052
H 5.07144 -1.11650 2.35307
H 7.20356 -0.76836 1.27530
H 6.92758 0.96016 1.10557
C -4.85586 3.56034 -3.79273
C -4.58413 4.70187 -2.81242
N -3.43864 4.40439 -1.99740
C -2.77767 5.38739 -1.16877
C -1.70202 4.57390 -0.40508
C -1.94031 3.15533 -0.81398
C -1.35807 1.95899 -0.45586
C -1.82731 0.72513 -1.03107
C -1.09135 -0.46822 -0.79020
C -1.28231 -1.69614 -1.49750
C -0.83203 -2.93234 -0.91347
C -1.12098 -4.14075 -1.51445
C -1.88308 -4.15160 -2.70040
N -2.08930 -5.41177 -3.14636
C -2.73682 -5.72490 -4.39129
C -3.65629 -4.57999 -4.81708
C -3.01951 -3.18413 -4.66872
C -2.28746 -2.98857 -3.36986
C -1.91603 -1.77948 -2.78897
C -1.37397 -6.38763 -2.35878
C -0.77184 -5.56196 -1.19538
C -3.03264 0.78315 -1.81821
C -3.58744 1.98242 -2.24899
C -3.00490 3.15051 -1.73737
C -4.77113 2.15916 -3.15551
H -5.84667 3.71534 -4.23235
H -4.12389 3.62217 -4.60779
H -4.38575 5.64410 -3.34903
H -5.47473 4.87440 -2.17573
H -2.34292 6.18783 -1.79102
H -3.50090 5.85954 -0.47941
H -0.70111 4.92444 -0.68712
H -1.81074 4.71671 0.67738
H -0.51347 1.94475 0.23419
H -0.34960 -0.44999 0.00335
H -0.29828 -2.90959 0.03834
H -1.98584 -5.92325 -5.18106
H -3.30882 -6.65807 -4.25501
H -3.95476 -4.74988 -5.85644
H -4.56592 -4.62051 -4.20501
H -2.32817 -3.02370 -5.50918
H -3.80691 -2.42985 -4.75840
H -2.13904 -0.86270 -3.33656
H -2.05597 -7.17987 -2.01015
H -0.58802 -6.87268 -2.96392
H 0.31020 -5.71632 -1.14087
H -1.20916 -5.89117 -0.24642
H -3.53240 -0.14340 -2.10737
H -5.70045 1.97199 -2.59790
H -4.72895 1.41386 -3.95578
```

Output
electronic energy	-2047.78562	Ha
frontier orbital gap	5.1	eV
LUMO energy	-4.04	eV
total charge	+1
relative energy (zero: lowest compared OMol25 entry of this formula, charge and spin)	5.4	kcal per mole
HOMO energy	-0.3376	hartree

---

Q: What is the formula in the third record?
A: C41H58AlFN9O